{
  "formula": "C39H78B2FNO20P3",
  "method": "wB97M-V/def2-TZVPD",
  "e_lumo_ev": -4.787,
  "homo_lumo_gap_ev": 6.589,
  "total_charge": 1,
  "max_force_ev_per_a": 7.1,
  "spin_multiplicity": 1,
  "e_homo_ev": -11.376,
  "symbols": ["C", "C", "C", "O", "O", "C", "C", "C", "C", "C", "C", "O", "C", "O", "C", "C", "C", "O", "C", "C", "C", "C", "N", "F", "C", "B", "C", "O", "C", "B", "O", "O", "C", "H", "H", "H", "H", "H", "H", "H", "H", "H", "H", "H", "H", "H", "H", "H", "H", "H", "H", "H", "H", "H", "H", "H", "H", "H", "H", "H", "H", "H", "H", "H", "H", "H", "O", "P", "O", "C", "C", "O", "C", "C", "O", "C", "C", "H", "H", "H", "H", "H", "H", "H", "H", "H", "H", "H", "H", "H", "H", "H", "O", "P", "O", "C", "C", "O", "C", "C", "O", "C", "C", "H", "H", "H", "H", "H", "H", "H", "H", "H", "H", "H", "H", "H", "H", "H", "O", "P", "O", "C", "C", "O", "C", "C", "O", "C", "C", "H", "H", "H", "H", "H", "H", "H", "H", "H", "H", "H", "H", "H", "H", "H"],
  "xyz": [[0.581, -6.186, 0.161], [1.498, -5.875, 1.086], [2.182, -4.535, 1.047], [2.546, -3.967, 2.036], [2.342, -4.021, -0.213], [1.368, -2.987, -0.448], [1.298, -2.629, -1.921], [0.514, -3.679, -2.724], [-1.007, -3.574, -2.446], [-1.705, -2.643, -3.441], [-3.215, -2.879, -3.624], [-3.657, -4.198, -3.203], [-4.907, -4.151, -2.690], [-5.830, -4.515, -3.330], [-5.063, -3.645, -1.263], [-4.273, -4.193, -0.236], [-3.239, -5.303, -0.369], [-3.481, -6.228, -1.373], [-4.694, -6.951, -1.194], [-4.684, -7.953, -0.013], [-5.888, -7.713, 0.931], [-4.425, -3.652, 1.021], [-5.277, -2.657, 1.238], [-5.322, -2.166, 2.500], [-6.069, -2.101, 0.317], [-7.034, -0.893, 0.841], [-6.893, 0.588, 0.369], [-8.007, -1.179, 1.744], [-5.981, -2.599, -0.990], [-6.926, -1.947, -2.129], [-6.865, -0.608, -2.397], [-7.819, -2.683, -2.832], [-8.428, -3.785, -2.124], [-0.093, -5.413, -0.196], [0.507, -7.174, -0.281], [1.782, -6.563, 1.874], [1.731, -2.101, 0.084], [0.388, -3.251, -0.040], [2.312, -2.502, -2.299], [0.733, -1.693, -1.979], [0.859, -4.681, -2.461], [0.671, -3.566, -3.798], [-1.401, -4.591, -2.453], [-1.168, -3.177, -1.436], [-1.605, -1.621, -3.062], [-1.206, -2.647, -4.409], [-3.834, -2.096, -3.172], [-3.422, -2.820, -4.695], [-3.137, -5.769, 0.624], [-2.276, -4.830, -0.566], [-4.824, -7.528, -2.109], [-5.584, -6.315, -1.117], [-3.735, -7.980, 0.523], [-4.846, -8.948, -0.429], [-6.744, -7.306, 0.389], [-5.652, -7.059, 1.772], [-6.224, -8.689, 1.283], [-3.840, -4.013, 1.858], [-7.718, 0.826, -0.312], [-6.971, 1.291, 1.197], [-5.986, 0.734, -0.217], [-7.770, -1.885, 2.358], [-7.769, -0.269, -2.376], [-8.913, -3.395, -1.227], [-9.205, -4.203, -2.761], [-7.725, -4.586, -1.906], [3.615, 4.313, 2.083], [2.820, 3.098, 1.796], [3.281, 2.613, 0.303], [4.629, 2.755, -0.143], [5.521, 1.623, 0.326], [1.341, 3.705, 1.491], [1.011, 5.062, 1.776], [1.211, 5.934, 0.554], [2.096, 1.715, 2.219], [2.783, 0.466, 2.265], [3.769, 0.392, 3.414], [5.047, 3.716, 0.158], [4.593, 2.756, -1.234], [5.534, 1.560, 1.417], [6.544, 1.768, -0.022], [5.169, 0.664, -0.058], [1.581, 5.430, 2.629], [-0.042, 5.076, 2.068], [2.216, 5.829, 0.147], [1.040, 6.984, 0.798], [0.514, 5.646, -0.235], [3.261, 0.244, 1.310], [2.020, -0.302, 2.403], [4.473, 1.228, 3.387], [4.330, -0.541, 3.377], [3.245, 0.443, 4.369], [-5.106, 6.168, 3.375], [-4.426, 7.003, 4.397], [-4.058, 5.972, 5.618], [-3.685, 4.623, 5.363], [-2.217, 4.477, 5.010], [-5.652, 7.846, 5.043], [-6.945, 7.872, 4.439], [-7.842, 6.812, 5.043], [-3.432, 8.190, 4.859], [-2.024, 7.993, 4.983], [-1.341, 7.828, 3.641], [-4.307, 4.182, 4.582], [-3.891, 4.070, 6.281], [-1.965, 5.064, 4.125], [-1.972, 3.432, 4.811], [-1.582, 4.820, 5.829], [-6.872, 7.761, 3.357], [-7.362, 8.861, 4.630], [-7.383, 5.825, 5.000], [-8.800, 6.777, 4.522], [-8.032, 7.031, 6.095], [-1.812, 7.161, 5.655], [-1.635, 8.883, 5.478], [-1.802, 7.027, 3.055], [-0.284, 7.599, 3.778], [-1.424, 8.743, 3.054], [10.467, -1.105, -4.426], [9.472, -0.012, -4.255], [10.072, 0.747, -2.912], [11.472, 0.873, -2.687], [12.085, 2.048, -3.424], [8.202, -0.795, -3.608], [8.100, -2.217, -3.667], [8.661, -2.849, -2.410], [8.484, 1.226, -4.609], [8.964, 2.542, -4.875], [9.685, 2.644, -6.204], [11.998, -0.047, -2.944], [11.598, 1.019, -1.612], [11.930, 1.960, -4.502], [13.158, 2.101, -3.236], [11.640, 2.990, -3.099], [8.588, -2.608, -4.559], [7.037, -2.454, -3.756], [9.678, -2.513, -2.212], [8.660, -3.937, -2.493], [8.057, -2.570, -1.544], [9.577, 2.898, -4.048], [8.083, 3.184, -4.895], [10.494, 1.911, -6.274], [10.105, 3.641, -6.336], [8.999, 2.445, -7.027]],
  "mulliken_charge": [-0.338, -0.312, 0.589, -0.529, -0.316, 0.065, -1.027, -1.143, 0.420, -1.267, 0.003, -0.339, -0.128, -0.449, 1.536, 0.472, -0.780, -0.390, 0.327, -0.506, -1.076, -0.729, 0.607, -0.229, -0.414, 0.413, -0.961, -0.440, -0.219, 0.856, -0.625, -0.494, -0.452, -0.043, 0.389, 0.442, 0.016, 0.155, 0.552, 0.348, 0.391, 0.522, 0.336, -0.037, 0.291, 0.450, 0.106, 0.423, 0.799, -0.880, 0.376, -0.366, 0.297, 0.406, 0.279, 0.257, 0.377, 0.667, 0.293, 0.371, 0.345, 0.315, 0.335, 0.277, 0.272, 0.110, -0.808, 1.061, -0.344, -0.343, -0.814, -0.383, 0.111, -1.153, -0.295, 0.065, -1.169, 0.301, 0.350, 0.141, 0.401, 0.193, 0.343, -0.015, 0.304, 0.355, 0.318, 0.016, 0.324, 0.335, 0.357, 0.326, -0.821, 1.121, -0.380, -0.340, -0.719, -0.362, -0.301, -1.014, -0.367, -0.311, -0.857, 0.303, 0.345, -0.039, 0.432, 0.268, 0.331, 0.346, 0.264, 0.365, 0.275, 0.221, 0.355, 0.227, 0.323, 0.358, -0.828, 1.123, -0.354, -0.317, -0.946, -0.287, -0.353, -1.032, -0.383, -0.159, -1.094, 0.299, 0.338, 0.156, 0.405, 0.260, 0.376, 0.345, 0.277, 0.373, 0.257, 0.209, 0.349, 0.320, 0.351, 0.314]
}